Record 1
Entry from the OMol25 dataset: C6H11NO in the gas phase (the ωB97M-V functional and the def2-TZVPD basis).

Structure (XYZ):
```
19
C6H11NO, DFT the ωB97M-V functional and the def2-TZVPD basis
C 0.60142 -1.90219 -2.29636
C 0.40057 -0.80903 -1.49136
C -0.89924 -0.36358 -0.89620
C -0.84264 -0.49224 0.65722
C 0.55574 -0.30991 1.28294
O 1.14085 -1.31696 1.58911
N 0.94003 1.00575 1.46417
C 0.13161 2.10842 1.11397
H -0.38301 -2.44110 -2.69164
H 1.67651 -2.04084 -2.85620
H 1.14807 -0.36237 -0.92876
H -1.68261 -0.99455 -1.36001
H -1.13462 0.74548 -1.07862
H -1.67158 0.12499 1.01549
H -1.27337 -1.51935 0.87483
H 1.55234 1.17234 2.25072
H -0.54622 2.48276 1.95494
H -0.56295 1.93569 0.30314
H 0.84909 2.97673 1.09261
```

## Properties
Spin multiplicity: 1
Energy above the lowest of the compared OMol25 structures with the same formula, charge and spin in kJ/mol: 244.0
LUMO in eV: 0.829
DFT total energy in Eh: -365.13855
Frontier orbital gap in eV: 10.164

Mulliken atomic charge list, values in e, 8 entries: -0.631, -0.167, -0.389, -0.736, 0.246, -0.567, -0.118, -0.720


Record 2
Entry from the OMol25 dataset: C6H11NO in the gas phase (the ωB97M-V functional and the def2-TZVPD basis).

Structure (XYZ):
```
19
C6H11NO, DFT the ωB97M-V functional and the def2-TZVPD basis
C -0.49979 1.70599 -0.59991
C 0.14821 0.16124 -0.55766
C -0.58418 -0.98972 -1.06784
C -1.60180 -0.89072 0.08165
N -1.29608 0.32526 1.11793
C 0.14246 -0.05863 0.90613
C 1.53830 0.42647 0.13044
O 2.33602 -0.55768 -0.01518
H -0.69982 1.96872 -1.83142
H 0.29875 2.20158 0.21808
H -1.52482 1.68153 -0.29747
H -1.04206 -0.64131 -2.00606
H -0.10418 -1.85161 -1.22196
H -1.94950 -1.97947 0.38394
H -2.54077 -0.62692 -0.47257
H -1.55602 0.14185 2.17076
H 0.30922 -1.19818 0.79761
H 1.83206 1.35883 0.22542
H 2.50236 -0.99811 0.97275
```

## Properties
Spin multiplicity: 1
Energy above the lowest of the compared OMol25 structures with the same formula, charge and spin in kJ/mol: 921.3
LUMO in eV: 0.625
DFT total energy in Eh: -364.88057
Frontier orbital gap in eV: 9.335

Mulliken atomic charge list, values in e, 8 entries: -0.749, 0.784, -1.310, -0.458, -0.389, -0.566, -0.197, -0.531


Record 3
Entry from the OMol25 dataset: C6H11NO in the gas phase (the ωB97M-V functional and the def2-TZVPD basis).

Structure (XYZ):
```
19
C6H11NO, DFT the ωB97M-V functional and the def2-TZVPD basis
C 2.78751 -0.49815 0.18240
C 1.36186 -0.08889 -0.28630
C -0.31071 0.75228 -0.23221
C -1.69614 1.04959 0.44385
C -2.33102 -0.46205 -0.11809
C 0.10840 -0.62991 0.36718
H 2.70122 -0.64989 1.29434
H 2.84747 -1.56268 -0.10899
H 3.72082 0.24869 0.08311
H 1.40978 -0.51934 -1.41956
H 1.44543 1.63944 -1.02179
H -0.54542 0.67494 -1.37172
H -2.42109 1.62776 0.06150
H -1.37623 1.16018 1.54405
H -3.26994 -0.94149 0.50451
H -2.77009 -0.07386 -1.28456
H 0.09757 -0.41512 1.39493
N 1.00425 1.34832 -0.06673
O -1.04858 -1.42051 -0.16872
```

## Properties
Spin multiplicity: 1
Energy above the lowest of the compared OMol25 structures with the same formula, charge and spin in kJ/mol: 694.3
LUMO in eV: 0.874
DFT total energy in Eh: -364.96702
Frontier orbital gap in eV: 10.314

Mulliken atomic charge list, values in e, 8 entries: -1.205, 0.239, 0.153, -0.718, -0.404, -0.215, 0.276, 0.331


Record 4
Entry from the OMol25 dataset: C6H11NO in the gas phase (the ωB97M-V functional and the def2-TZVPD basis).

Structure (XYZ):
```
19
C6H11NO, DFT the ωB97M-V functional and the def2-TZVPD basis
N 2.73876 1.93029 -0.69130
C 1.68634 1.12550 -0.03555
C 0.26987 1.64163 -0.49629
C -0.85597 0.86771 -0.05851
C -1.17238 -0.37702 -0.56791
C -1.75251 -1.31909 0.48882
C -1.39719 -2.59435 0.39474
O -2.06764 -3.39886 1.36507
H 2.59316 2.85598 -0.30297
H 3.54078 1.46782 -0.38307
H 1.63381 1.34183 1.05362
H 1.89827 0.00594 -0.28312
H 0.40204 2.69153 -0.13756
H 0.36629 1.67310 -1.57168
H -1.38029 1.23821 0.86944
H -1.10988 -0.73364 -1.51492
H -2.44379 -0.90959 1.14906
H -0.86581 -3.19594 -0.27436
H -2.08386 -4.31105 0.99650
```

## Properties
Spin multiplicity: 1
Energy above the lowest of the compared OMol25 structures with the same formula, charge and spin in kJ/mol: 360.2
LUMO in eV: 0.890
DFT total energy in Eh: -365.09427
Frontier orbital gap in eV: 8.757

Mulliken atomic charge list, values in e, 8 entries: -0.612, -0.388, -0.824, -0.239, -0.584, -0.281, -0.270, -0.503


Record 5
Entry from the OMol25 dataset: C6H11NO in the gas phase (the ωB97M-V functional and the def2-TZVPD basis).

Structure (XYZ):
```
19
C6H11NO, DFT the ωB97M-V functional and the def2-TZVPD basis
C 4.54474 0.60972 0.33752
C 2.28990 -0.17126 -0.23746
C -2.25177 -0.62110 0.41592
C 1.20649 0.45462 -1.05783
C -0.72773 -0.54453 0.10795
C -0.08662 0.81325 -0.30821
N 3.36499 0.34598 0.13029
O 1.99145 -1.42381 0.26976
H 4.86652 1.33174 1.13595
H -2.48610 -1.65360 0.63729
H -2.79819 -0.24602 -0.39617
H -2.60677 0.10563 1.10287
H 1.52472 1.38258 -1.50173
H 0.98344 -0.38318 -1.73638
H -0.56157 -1.32694 -0.66478
H -0.21408 -1.02292 0.98387
H -0.90059 1.23138 -0.95081
H -0.16365 1.35554 0.67792
H 1.20061 -1.79779 -0.13418
```

## Properties
Spin multiplicity: 1
Energy above the lowest of the compared OMol25 structures with the same formula, charge and spin in kJ/mol: 403.7
LUMO in eV: 0.808
DFT total energy in Eh: -365.07772
Frontier orbital gap in eV: 8.035

Mulliken atomic charge list, values in e, 8 entries: -0.322, 0.242, -1.535, -1.022, -0.565, -0.282, 0.098, -0.614


Record 6
Entry from the OMol25 dataset: C6H11NO in the gas phase (the ωB97M-V functional and the def2-TZVPD basis).

Structure (XYZ):
```
19
C6H11NO, DFT the ωB97M-V functional and the def2-TZVPD basis
C -1.93101 1.46877 -0.96033
C -0.94711 0.61842 -0.24136
C -1.02232 0.74487 1.27723
N -0.12561 -0.11588 -0.97757
C 0.93739 -0.92116 -0.48428
C 2.20261 -0.10596 -0.34700
C 0.70441 -2.10326 0.38875
O 1.08498 -2.26809 -0.95474
H -1.64370 2.49955 -0.69581
H -2.02462 1.28142 -2.07611
H -2.92311 1.35255 -0.49248
H -0.85870 -0.31563 1.49009
H -1.97346 1.15071 1.74592
H -0.17600 1.18003 1.63837
H 2.56901 0.14857 0.67605
H 2.22170 0.86079 -0.89460
H 2.88557 -0.78114 -0.76460
H 1.44452 -2.34145 1.15878
H -0.42454 -2.35310 0.51370
```

## Properties
Spin multiplicity: 1
Energy above the lowest of the compared OMol25 structures with the same formula, charge and spin in kJ/mol: 287.5
LUMO in eV: 0.852
DFT total energy in Eh: -365.12195
Frontier orbital gap in eV: 9.950

Mulliken atomic charge list, values in e, 8 entries: -1.093, 0.863, -1.124, -0.601, 1.058, -1.481, -0.663, -0.491


> Number 4 is which compound?

C6H11NO